Entry 1:
Here is C39H31P2PtS2 as an isolated structure from the OMol25 dataset. Energies are from ωB97M-V with the def2-TZVPD basis set.

Total energy in eV: -84444.01863
Energy above the lowest of the compared OMol25 structures with the same formula, charge and spin in kJ/mol: 17.76
HOMO energy in eV: -4.061
Total charge: -1
Orbital gap in eV: 6.638

```
75
Properties=species:S:1:pos:R:3:lowdin_charge:R:1
Pt 0.532 -0.792 1.212 0.79
S -0.985 -0.487 3.124 0.24
P 0.262 1.114 3.188 0.39
C 0.797 1.207 1.588 -0.73
P 2.010 2.158 0.832 0.36
S 1.994 2.220 -1.140 0.23
C 3.698 1.689 1.376 -0.34
C 3.912 0.528 2.110 -0.09
C 5.199 0.171 2.502 -0.08
C 6.277 0.976 2.168 -0.10
C 6.069 2.137 1.429 -0.10
C 4.789 2.486 1.032 -0.10
C 1.897 3.865 1.506 -0.33
C 1.222 4.837 0.771 -0.11
C 1.067 6.120 1.274 -0.09
C 1.584 6.449 2.522 -0.10
C 2.279 5.495 3.250 -0.09
C 2.444 4.214 2.736 -0.10
C 1.570 0.774 4.437 -0.33
C 2.009 -0.537 4.623 -0.13
C 3.116 -0.805 5.413 -0.09
C 3.801 0.231 6.037 -0.10
C 3.364 1.537 5.871 -0.08
C 2.256 1.804 5.077 -0.12
C -0.614 2.558 3.868 -0.33
C -1.297 3.381 2.980 -0.08
C -2.060 4.440 3.452 -0.08
C -2.162 4.669 4.816 -0.10
C -1.509 3.831 5.710 -0.09
C -0.742 2.776 5.238 -0.09
H 3.066 -0.097 2.363 0.06
H 5.352 -0.736 3.075 0.10
H 7.278 0.700 2.476 0.09
H 6.909 2.767 1.160 0.09
H 4.629 3.381 0.441 0.10
H 0.838 4.570 -0.207 0.07
H 0.538 6.866 0.693 0.10
H 1.453 7.448 2.919 0.09
H 2.701 5.748 4.216 0.10
H 3.011 3.478 3.295 0.09
H 1.480 -1.341 4.125 0.07
H 3.448 -1.829 5.540 0.10
H 4.669 0.020 6.649 0.10
H 3.889 2.352 6.355 0.10
H 1.925 2.828 4.954 0.09
H -1.229 3.170 1.920 0.10
H -2.576 5.085 2.752 0.10
H -2.756 5.497 5.185 0.09
H -1.598 3.997 6.777 0.10
H -0.240 2.119 5.939 0.10
C 5.030 -3.948 -3.416 -0.12
C 5.404 -2.620 -3.262 -0.10
C 4.616 -1.755 -2.518 -0.04
C 3.439 -2.188 -1.900 -0.21
C 3.068 -3.525 -2.080 -0.04
C 3.855 -4.392 -2.823 -0.10
C 2.660 -1.212 -1.113 -0.10
C 1.763 -1.485 -0.172 -0.29
C 1.327 -2.743 0.442 -0.40
C -0.042 -3.075 0.400 -0.14
C -0.542 -4.116 1.214 -0.09
C 0.294 -4.803 2.053 -0.10
C 1.668 -4.477 2.104 -0.09
C 2.169 -3.469 1.330 -0.05
H 5.641 -4.627 -3.998 0.09
H 6.313 -2.255 -3.724 0.09
H 4.910 -0.718 -2.399 0.11
H 2.145 -3.886 -1.645 0.11
H 3.542 -5.422 -2.947 0.09
H 2.870 -0.166 -1.315 0.01
H -0.677 -2.612 -0.344 0.10
H -1.594 -4.367 1.166 0.10
H -0.095 -5.595 2.680 0.09
H 2.323 -5.023 2.772 0.10
H 3.218 -3.196 1.372 0.12
```

Entry 2:
Here is C39H32ClMnN2O8P2 as an isolated structure from the OMol25 dataset. Energies are from ωB97M-V with the def2-TZVPD basis set.

Total energy in eV: -122739.12007
Energy above the lowest of the compared OMol25 structures with the same formula, charge and spin in kJ/mol: 448.55
Spin multiplicity: 6
HOMO energy (alpha / beta) in eV: -3.830 / -5.418
Total charge: -1
Orbital gap (alpha / beta) in eV: 5.370 / 6.880

```
85
Properties=species:S:1:pos:R:3:lowdin_charge:R:1
Mn 0.986 -0.086 -0.121 0.73
O 1.311 2.398 3.591 0.01
C 1.254 1.592 2.664 -0.65
O 0.269 1.254 1.959 -0.10
C 2.516 0.774 2.379 -0.15
C 3.608 0.772 3.233 0.01
C 4.654 -0.105 2.991 -0.04
C 4.585 -0.973 1.909 0.01
C 3.472 -0.902 1.095 -0.17
N 2.483 -0.037 1.325 0.08
C 3.212 -1.843 -0.073 -0.56
O 4.005 -2.725 -0.341 0.07
O 2.090 -1.597 -0.682 -0.13
H 3.590 1.453 4.072 0.12
H 5.511 -0.127 3.653 0.11
H 5.347 -1.706 1.686 0.12
C -3.083 -1.034 0.046 -0.29
N -3.114 -1.359 1.453 -0.18
C -1.969 -1.003 2.247 -0.30
P -0.389 -1.600 1.470 1.12
C -0.880 -3.241 0.845 -0.36
C -1.673 -4.107 1.599 -0.08
C -2.063 -5.329 1.080 -0.08
C -1.656 -5.700 -0.198 -0.09
C -0.865 -4.847 -0.949 -0.07
C -0.478 -3.615 -0.433 -0.08
C 0.623 -2.013 2.929 -0.34
C 0.536 -1.280 4.111 -0.09
C 1.380 -1.566 5.174 -0.08
C 2.329 -2.572 5.063 -0.09
C 2.432 -3.294 3.882 -0.08
C 1.583 -3.019 2.821 -0.08
C -4.274 -1.822 2.056 -0.25
C -4.594 -1.489 3.379 -0.03
C -5.752 -1.967 3.970 -0.10
C -6.633 -2.775 3.267 -0.12
C -6.327 -3.103 1.953 -0.10
C -5.166 -2.645 1.355 -0.03
P -2.671 0.782 -0.250 1.14
C -3.883 1.511 0.918 -0.38
C -5.250 1.232 0.900 -0.09
C -6.082 1.729 1.889 -0.09
C -5.554 2.514 2.909 -0.10
C -4.199 2.800 2.934 -0.08
C -3.363 2.300 1.941 -0.10
C -3.528 0.932 -1.847 -0.39
C -4.228 2.079 -2.244 -0.10
C -4.784 2.415 -3.451 -0.11
C -4.721 1.656 -4.669 -0.11
C -4.080 0.448 -4.844 -0.10
C -3.402 -0.341 -3.930 -0.11
H -4.059 -1.238 -0.389 0.08
H -2.340 -1.627 -0.495 0.07
H -2.042 -1.491 3.220 0.09
H -1.841 0.069 2.406 0.07
H -1.996 -3.827 2.596 0.11
H -2.688 -5.989 1.668 0.10
H -1.962 -6.655 -0.606 0.10
H -0.548 -5.127 -1.946 0.11
H 0.127 -2.943 -1.031 0.09
H -0.172 -0.466 4.194 0.11
H 1.304 -0.986 6.085 0.11
H 2.991 -2.787 5.891 0.10
H 3.178 -4.072 3.779 0.10
H 1.675 -3.583 1.900 0.11
H -3.960 -0.809 3.932 0.11
H -5.975 -1.680 4.990 0.10
H -7.540 -3.140 3.730 0.09
H -6.991 -3.743 1.385 0.10
H -4.929 -2.954 0.345 0.11
H -5.664 0.614 0.111 0.11
H -7.139 1.495 1.873 0.10
H -6.204 2.900 3.685 0.10
H -3.783 3.408 3.727 0.10
H -2.298 2.501 1.968 0.10
H -4.345 2.796 -1.439 0.10
H -5.307 3.362 -3.497 0.09
H -5.198 2.088 -5.538 0.08
H -4.084 0.022 -5.840 0.10
H -2.911 -1.256 -4.228 0.11
O -0.452 -1.016 -3.892 -0.65
Cl -0.162 0.113 -2.910 0.94
O -3.227 -0.150 -2.610 -0.07
O 1.241 1.448 -0.579 -0.30
O -0.389 -0.469 -1.414 -0.78
```

The lowest energy above the lowest of the compared OMol25 structures with the same formula, charge and spin belongs to which entry? C39H31P2PtS2

Look up the energy above the lowest of the compared OMol25 structures with the same formula, charge and spin of the second one. 448.55 kJ/mol

Which formula does entry 2 have? C39H32ClMnN2O8P2

Which formula does entry 1 have? C39H31P2PtS2